Formula: C13H11N4S5SbY
Source: OMol25
Level of theory: ωB97M-V with the def2-TZVPD basis set

Each line ends with the Löwdin charge.
Element x y z (Å)
Y1 -0.1016 0.2901 -0.0489  0.533
N1 -0.0428 0.7598 -4.6678  0.053
C1 0.1924 0.4111 -3.3737  -0.884
S1 0.5312 1.7263 -2.2819  0.494
N2 0.1656 -0.8926 -3.1818  0.003
N3 0.3593 -1.2564 -1.8747  -0.062
C2 0.5621 -2.5029 -1.6500  -0.191
C3 0.6706 -3.5204 -2.7289  -0.207
C4 1.9103 -4.0367 -3.0775  -0.035
C5 2.0108 -5.0011 -4.0726  -0.085
C6 0.8698 -5.4583 -4.7136  -0.096
C7 -0.3729 -4.9442 -4.3613  -0.079
C8 -0.4738 -3.9771 -3.3751  -0.025
C9 0.6661 -2.9303 -0.2230  -0.206
C10 0.7475 -4.2673 0.1220  0.002
C11 0.7434 -4.6032 1.4726  -0.049
C12 0.6595 -3.6062 2.4193  -0.036
C13 0.5973 -2.2831 1.9949  -0.113
N4 0.6146 -1.9579 0.7033  0.008
H1 -0.2506 1.7203 -4.8707  0.071
H2 -0.4163 0.0396 -5.2628  0.092
H3 2.8025 -3.6807 -2.5760  0.121
H4 2.9823 -5.3936 -4.3451  0.099
H5 0.9458 -6.2111 -5.4878  0.097
H6 -1.2668 -5.2961 -4.8605  0.101
H7 -1.4374 -3.5610 -3.1091  0.124
H8 0.7868 -5.0272 -0.6444  0.114
H9 0.7877 -5.6431 1.7703  0.108
H10 0.6206 -3.8178 3.4782  0.111
H11 0.5088 -1.4479 2.6798  0.047
S2 -3.0831 2.9979 1.7676  -0.284
Sb1 -2.3039 0.9453 2.2443  -0.236
S3 -2.5172 -0.3297 0.1636  -0.141
S4 0.1483 1.1613 2.3271  -0.153
S5 -2.9193 -0.3572 3.9789  -0.297

Cartesian forces (eV/Å) of the 6 atoms listed first:
-0.03 0.05 -0.06
0.06 0.11 0.08
-0.08 -0.09 -0.32
0.05 -0.21 -0.10
0.17 0.15 0.47
0.08 -0.14 -0.50

Computed properties:
total charge	-1
HOMO level	-0.1615	Eh
E_tot	-2990.8190	hartree
Kohn-Sham gap	0.2148	Eh
lowest unoccupied orbital energy	1.45	eV

---

Formula: C5H5N
Source: OMol25
Level of theory: ωB97M-V with the def2-TZVPD basis set

Each line ends with the Löwdin charge.
Element x y z (Å)
C1 -1.1834 -0.6182 -0.5319  -0.042
C2 -0.1216 0.3263 -0.0406  -0.282
C3 1.1253 -0.0171 0.4063  -0.195
C4 1.7984 -1.2459 0.1029  0.142
C5 -0.5001 1.7141 0.1027  -0.187
N1 -0.7678 2.8388 0.1908  0.167
H1 -0.7336 -1.6067 -0.6687  0.075
H2 -1.9659 -0.6861 0.2423  0.101
H3 -1.6653 -0.2598 -1.4531  0.094
H4 1.6532 0.7839 0.9512  0.116
H5 2.5277 -1.4006 0.9278  0.010

Cartesian forces (eV/Å) of the 6 atoms listed first:
0.24 0.04 0.08
-0.47 0.32 0.12
0.29 -0.40 -0.56
-0.31 1.06 1.20
-0.18 0.72 0.14
0.18 -1.06 -0.09

Computed properties:
HOMO level (spin up / spin down)	-0.3285 / -0.3559	Eh
E_tot	-248.1086	hartree
Kohn-Sham gap (spin up / spin down)	0.2687 / 0.2888	Eh
lowest unoccupied orbital energy (spin up / spin down)	-1.63 / -1.83	eV

---

Formula: C5H10O2
Source: OMol25
Level of theory: ωB97M-V with the def2-TZVPD basis set

Each line ends with the Löwdin charge.
Element x y z (Å)
C1 2.5355 -0.9091 0.0380  -0.108
C2 1.4164 0.0820 -0.0640  -0.159
C3 0.5588 0.3889 0.9529  -0.142
C4 -0.8115 0.6854 0.6159  -0.121
C5 -1.7364 0.6551 1.6081  -0.214
O1 -3.0683 0.7927 1.5263  0.019
H1 3.5176 -0.4407 -0.1059  0.069
H2 2.6016 -1.6807 -0.7114  0.063
H3 2.4848 -1.3408 1.0432  0.074
H4 1.1281 0.5501 -1.0017  0.092
H5 0.7996 0.1759 1.9989  0.111
H6 -1.0577 1.0206 -0.3874  0.098
H7 -1.3592 0.4313 2.6104  0.121
H8 -3.2991 0.6084 0.6023  0.109
O2 -1.2319 -0.2075 -3.2619  -0.048
H9 -1.5333 0.2631 -2.4867  0.003
H10 -0.9449 -1.0747 -2.9768  0.033

Cartesian forces (eV/Å) of the 6 atoms listed first:
0.99 1.29 0.73
-1.03 0.14 0.92
1.26 -1.25 -1.47
-1.33 1.44 1.61
1.93 -0.27 -0.34
-0.49 -0.20 -0.62

Computed properties:
SMILES	C/C=C/C=C/O.O
HOMO level	-0.2869	Eh
E_tot	-346.9218	hartree
Kohn-Sham gap	0.3067	Eh
lowest unoccupied orbital energy	0.54	eV